# 1
{"formula": "C20H24N2O2", "method": "ωB97M-V/def2-TZVPD", "symbols": ["H", "H", "H", "C", "H", "C", "C", "H", "H", "C", "H", "H", "H", "H", "C", "H", "N", "H", "C", "C", "C", "H", "H", "H", "O", "C", "C", "H", "C", "H", "O", "N", "H", "H", "H", "C", "C", "C", "H", "C", "C", "C", "H", "C", "H", "H", "C", "C"], "positions_angstrom": [[-2.828, -1.503, 2.058], [0.906, 0.494, 2.394], [-1.935, -2.889, 0.263], [3.090, 1.305, 1.048], [-5.117, 0.801, 1.027], [2.787, 0.669, -1.241], [-1.993, 1.865, 0.276], [1.056, 2.585, -2.262], [-0.713, 1.129, -2.710], [0.404, 2.416, -1.402], [2.895, -0.403, 2.412], [0.102, 0.271, -1.407], [4.108, 1.691, 0.915], [-3.372, 2.350, 1.832], [-1.293, -2.155, 0.723], [-1.243, 2.536, 0.659], [2.200, -0.953, 0.532], [3.858, 0.863, -1.384], [-2.743, 0.239, -1.305], [-0.995, -0.432, 2.347], [0.019, -2.017, 0.305], [-4.698, -0.564, -0.990], [-0.238, 3.293, -1.298], [2.277, 0.905, -2.171], [0.579, -2.802, -0.681], [0.311, -0.269, 1.922], [3.120, -0.213, 1.363], [-1.376, 0.191, 3.141], [0.854, -1.044, 0.901], [-1.062, -3.495, -1.750], [0.978, 2.980, 0.852], [2.334, 1.519, -0.169], [4.118, -0.613, 1.155], [1.800, -1.275, -1.480], [0.481, -4.371, -1.908], [-0.465, 1.174, -1.645], [2.570, -0.825, -0.859], [-1.755, 1.113, -0.864], [-0.496, -4.559, -0.431], [-3.200, 1.753, 0.948], [-0.181, -3.858, -1.210], [-4.177, 0.885, 0.500], [2.603, 1.881, 1.835], [-3.943, 0.121, -0.631], [3.499, -1.383, -1.020], [-2.567, -0.357, -2.192], [1.246, 2.326, -0.142], [-1.803, -1.372, 1.746]], "gap_ha": 0.303, "lumo_ev": 0.73, "energy_ha": -1036.50240, "smiles": "COc1ccccc1N1CCN(C(=O)CCc2ccccc2)CC1", "e_above_lowest_kcal_mol": 47.2, "charge": 0}

=====

# 2
{"formula": "C20H24N2O3S", "method": "ωB97M-V/def2-TZVPD", "symbols": ["C", "C", "C", "H", "N", "C", "H", "H", "H", "C", "H", "H", "H", "H", "H", "H", "H", "H", "O", "C", "H", "C", "O", "C", "H", "C", "S", "C", "C", "C", "H", "H", "O", "H", "H", "C", "C", "C", "N", "C", "H", "H", "C", "C", "H", "H", "H", "C", "H", "C"], "positions_angstrom": [[0.693, 2.138, 0.395], [0.017, 1.684, -2.268], [1.800, -1.399, 1.884], [-2.953, 3.708, -0.460], [-1.411, -4.022, -3.485], [1.081, -2.045, 0.746], [-2.846, 4.595, 1.072], [-1.124, 6.101, 0.129], [2.858, -0.188, -2.020], [-1.355, -4.854, -0.033], [2.284, 0.607, -3.516], [2.363, 0.897, 0.011], [-0.267, 1.502, -3.294], [-1.029, -7.805, -1.372], [-2.468, -6.759, -1.495], [-2.576, 6.129, -0.881], [2.870, -1.382, 1.683], [-2.324, -4.622, -0.507], [-0.746, -5.945, -0.688], [1.986, 0.161, -2.567], [-1.655, 2.935, -1.912], [-2.282, 4.286, 0.187], [1.124, 2.217, 1.688], [-0.771, 2.498, -1.475], [-1.148, 5.224, -1.402], [1.154, 1.088, -1.745], [1.024, -1.320, -3.068], [1.711, 3.301, 3.708], [-0.195, -3.128, -1.423], [1.482, 1.338, -0.424], [0.032, -3.504, 1.926], [-0.264, 3.245, 2.832], [-1.256, 3.467, 0.710], [1.470, -0.366, 1.985], [1.479, 4.130, 4.371], [-1.747, 5.514, -0.542], [-1.610, -7.035, -0.870], [0.205, -3.111, 0.936], [1.322, -1.548, -0.460], [-0.847, -3.630, -2.565], [1.594, 2.367, 4.251], [-1.537, -5.094, 1.027], [0.779, 3.323, 2.506], [-0.468, 2.730, -0.138], [0.902, 4.257, 1.946], [-1.977, -7.419, 0.091], [1.616, -1.931, 2.813], [0.704, -2.047, -1.510], [2.745, 3.383, 3.382], [-0.437, -3.671, -0.157]], "gap_ha": 0.307, "lumo_ev": 0.38, "energy_ha": -1509.89586, "smiles": "CCOc1ccc(CSc2nc(C)cc(COC)c2C#N)cc1OCC", "e_above_lowest_kcal_mol": 75.2, "charge": 0}

=====

# 3
{"formula": "C20H24N2O3S", "method": "ωB97M-V/def2-TZVPD", "symbols": ["H", "C", "H", "H", "C", "H", "H", "H", "C", "C", "H", "C", "O", "H", "C", "C", "H", "H", "C", "C", "C", "C", "C", "C", "C", "O", "O", "H", "C", "C", "N", "H", "H", "N", "H", "C", "H", "H", "H", "C", "C", "H", "H", "H", "H", "H", "H", "S", "C", "H"], "positions_angstrom": [[-1.890, 2.972, 0.179], [-2.482, -0.925, -0.694], [-2.521, -3.293, -2.332], [1.902, 0.191, -2.061], [3.865, -0.789, 0.618], [1.283, 4.017, 0.746], [-0.170, 1.428, -2.689], [2.243, 3.654, 2.201], [-0.815, 0.773, -2.119], [-2.478, 0.443, -0.453], [-1.340, -3.474, -1.030], [-1.645, 1.308, -1.144], [-1.263, -3.347, 1.239], [0.792, -2.087, 0.489], [1.473, -0.043, 0.642], [1.184, 1.224, 1.167], [-2.427, 3.267, -1.473], [-3.317, -2.832, -0.133], [3.131, 1.515, 0.021], [-3.411, -1.776, 0.133], [-0.771, 0.377, 2.206], [0.070, 1.452, 1.958], [0.622, -1.098, 0.879], [2.180, 3.519, 1.120], [-1.570, -2.929, -1.945], [4.086, 2.083, -0.450], [-1.711, -2.354, 3.449], [-0.799, -3.141, -2.683], [-1.662, 2.780, -0.866], [-0.815, -0.585, -2.370], [2.162, 2.122, 0.782], [3.631, -0.180, -2.058], [3.645, -1.850, 0.535], [-3.102, -1.575, 1.542], [2.450, -1.436, -1.644], [-0.499, -0.861, 1.659], [-4.445, -1.457, -0.031], [3.061, 3.955, 0.649], [3.913, -0.525, 1.672], [-1.632, -1.459, -1.663], [2.780, 0.028, -0.095], [-3.143, 0.833, 0.305], [-0.163, -0.982, -3.136], [4.831, -0.586, 0.162], [-0.703, 3.230, -1.112], [-3.816, -1.922, 2.166], [-0.135, 2.425, 2.374], [-1.617, -2.196, 2.026], [2.683, -0.378, -1.564], [-1.646, 0.484, 2.825]], "gap_ha": 0.330, "lumo_ev": 0.50, "energy_ha": -1509.98415, "smiles": "Cc1ccc(C)c(CNS(=O)(=O)c2ccc3c(c2)C(C)(C)C(=O)N3C)c1", "e_above_lowest_kcal_mol": 19.8, "charge": 0}